1.
The molecule C5H11N3O, computed with ωB97M-V/def2-TZVPD.

```
20
C5H11N3O ωB97M-V/def2-TZVPD
H -0.82481 -2.07650 -1.65069
N 0.10333 -1.71521 -1.44923
C 0.07218 -0.74822 -0.63559
N -0.74825 -0.01581 0.07334
C -2.08460 -0.26324 0.00420
C -2.87199 0.68120 0.89356
O -2.62319 -1.12008 -0.67729
N 1.53830 -0.26033 -0.38894
C 1.67866 1.12730 -0.82646
C 1.88612 -0.43386 1.01988
H -2.46665 0.65979 1.90355
H -3.91867 0.38714 0.90189
H -2.77980 1.69590 0.50792
H 2.08484 -0.89252 -0.98288
H 2.68127 1.49778 -0.62718
H 1.46887 1.19301 -1.89254
H 0.93814 1.71821 -0.28514
H 1.15263 0.11729 1.60985
H 1.82351 -1.48821 1.28021
H 2.89018 -0.06363 1.22159
```

spin multiplicity	1
maximum force	0.0147	Eh/bohr
SMILES	[H]/N=C(\N=C(\C)[O-])[NH+](C)C
HOMO energy	-8.55	eV
calculated total energy	-11880.6295	eV

2.
The ion C4H10N4S with charge +2, computed with ωB97M-V/def2-TZVPD.

```
19
C4H10N4S ωB97M-V/def2-TZVPD
C 0.75811 -0.66408 0.72904
C -0.58001 1.41172 -0.47514
C 1.50917 0.47447 0.15090
C -0.65659 -0.79296 0.48453
N -1.27678 0.42477 0.06480
N 0.73911 1.42868 -0.49806
N 2.80930 0.66162 0.27910
N -0.96080 -1.89820 -0.71413
S -3.02755 0.53133 0.23593
H 1.29072 -1.38923 1.31054
H -1.12473 2.26003 -0.87202
H -1.21130 -1.25530 1.30807
H 1.21255 2.22291 -0.92840
H 3.38195 0.01398 0.80149
H 3.26674 1.48913 -0.07635
H -0.60928 -2.81206 -0.40703
H -0.49459 -1.68071 -1.60083
H -1.97203 -1.98459 -0.88746
H -3.05403 1.55850 1.09502
```

spin multiplicity	3
maximum force	0.0769	Eh/bohr
HOMO energy (spin up / spin down)	-13.97 / -17.41	eV
calculated total energy	-21085.7454	eV
total charge	+2

3.
A cluster of 2 separate species, C3H5ClN2O2 in total, computed with ωB97M-V/def2-TZVPD.

```
13
C3H5ClN2O2 ωB97M-V/def2-TZVPD
O -0.72745 -0.87648 -1.40063
N 0.34414 -0.24689 -1.36814
O 1.44719 -0.91444 -1.86009
C 0.51495 0.92446 -0.86082
Cl 2.00604 1.79253 -0.88889
H 1.27640 -1.74844 -2.31029
H -0.44149 1.22626 -0.53930
C -1.11382 -0.26546 1.47905
C -0.00010 0.52938 1.57413
N 0.92930 1.14473 1.72188
H -1.42519 -0.52046 2.52653
H -0.84252 -1.20390 0.93701
H -1.96745 0.15870 0.98956
```

spin multiplicity	1
maximum force	0.0807	Eh/bohr
SMILES	[O-]/[N+](O)=C/Cl.CC#N
HOMO energy	-9.04	eV
calculated total energy	-22784.7826	eV

One value per record, in order, for energy relative to the best compared isomer or geometry (same formula, charge and spin): 26.32; 0.00; 134.90 kcal per mole.